ORCA calculation (ωB97M-V/def2-TZVPD) on a single C24H20F3N3O3S molecule in a non-equilibrium geometry.

Last columns: bonded neighbours and bond lengths (Å).
Element x y z (Å)
1 O -1.3425 -0.2864 -4.0697  C2 1.214
2 C -1.5022 0.2520 -2.9937  O1 1.214, N3 1.347, C26 1.505
3 N -2.5611 0.0438 -2.1875  C2 1.347, H4 1.009, C5 1.445
4 H -2.5995 0.5168 -1.2976  N3 1.009
5 C -3.4651 -1.0762 -2.3143  N3 1.445, H6 1.093, H7 1.091, C8 1.543
6 H -4.4846 -0.7130 -2.1617  C5 1.093
7 H -3.3649 -1.4688 -3.3270  C5 1.091
8 C -3.1259 -2.1624 -1.2721  C5 1.543, C9 1.495, H24 1.091, H25 1.091
9 C -2.8624 -1.5362 0.0591  C8 1.495, C10 1.367, C17 1.430
10 C -1.6361 -1.3569 0.6358  C9 1.367, N11 1.367, H23 1.073
11 N -1.7504 -0.6402 1.7947  C10 1.367, C12 1.363, H22 1.008
12 C -3.0611 -0.3109 1.9755  N11 1.363, C13 1.390, C17 1.418
13 C -3.6749 0.4238 2.9827  C12 1.390, C14 1.377, H21 1.080
14 C -5.0411 0.5859 2.9135  C13 1.377, C15 1.399, H20 1.080
15 C -5.7880 0.0279 1.8709  C14 1.399, C16 1.376, H19 1.080
16 C -5.1878 -0.6977 0.8677  C15 1.376, C17 1.396, H18 1.080
17 C -3.8037 -0.8718 0.9053  C9 1.430, C12 1.418, C16 1.396
18 H -5.7746 -1.1307 0.0708  C16 1.080
19 H -6.8584 0.1731 1.8599  C15 1.080
20 H -5.5507 1.1514 3.6796  C14 1.080
21 H -3.0945 0.8502 3.7870  C13 1.080
22 H -0.9734 -0.2652 2.3158  N11 1.008
23 H -0.6840 -1.7273 0.3073  C10 1.073
24 H -3.9562 -2.8681 -1.2157  C8 1.091
25 H -2.2317 -2.6991 -1.5922  C8 1.091
26 C -0.5202 1.2608 -2.4616  C2 1.505, C27 1.392, C31 1.391
27 C -0.2231 1.3416 -1.1042  C26 1.392, C28 1.379, H54 1.080
28 C 0.7333 2.2363 -0.6732  C27 1.379, C29 1.381, S35 1.784
29 C 1.3970 3.0730 -1.5492  C28 1.381, C30 1.386, H34 1.078
30 C 1.1102 2.9866 -2.9025  C29 1.386, C31 1.385, H33 1.079
31 C 0.1681 2.0767 -3.3541  C26 1.391, C30 1.385, H32 1.080
32 H -0.0504 1.9814 -4.4070  C31 1.080
33 H 1.6257 3.6239 -3.6043  C30 1.079
34 H 2.1233 3.7713 -1.1654  C29 1.078
35 S 1.1349 2.3163 1.0629  C28 1.784, O36 1.436, O37 1.429, N38 1.688
36 O 0.4490 1.2741 1.7731  S35 1.436
37 O 1.0238 3.6599 1.5366  S35 1.429
38 N 2.7958 2.0155 1.0727  S35 1.688, C39 1.381, H53 1.008
39 C 3.3644 0.7583 1.0149  N38 1.381, C40 1.392, C44 1.396
40 C 2.6486 -0.3034 0.4697  C39 1.392, C41 1.386, H52 1.076
41 C 3.2349 -1.5569 0.3961  C40 1.386, C42 1.388, C48 1.502
42 C 4.5272 -1.7793 0.8502  C41 1.388, C43 1.385, H47 1.078
43 C 5.2368 -0.7160 1.3828  C42 1.385, C44 1.381, H46 1.079
44 C 4.6656 0.5385 1.4699  C39 1.396, C43 1.381, H45 1.080
45 H 5.2239 1.3608 1.8922  C44 1.080
46 H 6.2434 -0.8700 1.7391  C43 1.079
47 H 4.9659 -2.7618 0.7830  C42 1.078
48 C 2.4327 -2.7032 -0.1498  C41 1.502, F49 1.343, F50 1.340, F51 1.349
49 F 1.4813 -2.3123 -1.0128  C48 1.343
50 F 3.1840 -3.6081 -0.7922  C48 1.340
51 F 1.7896 -3.3762 0.8261  C48 1.349
52 H 1.6441 -0.1500 0.1154  C40 1.076
53 H 3.3270 2.7340 1.5382  N38 1.008
54 H -0.6988 0.7038 -0.3742  C27 1.080

Its maximum force is 1.21 eV/A. The energy above the lowest of the compared OMol25 structures with the same formula, charge and spin is 0.0 kcal per mole. As for the structure (SMILES): O=C(NCCc1c[nH]c2ccccc12)c1cccc(S(=O)(=O)Nc2cccc(C(F)(F)F)c2)c1. For the total energy, the calculation gives -2014.4074 Ha. The LUMO energy is 0.08 eV. As for the total charge: 0. The value obtained for the highest occupied orbital energy is -7.933 eV. Its HOMO-LUMO gap is 8.01 eV.

Atomic partial charges in e from the Mulliken method, atoms 1 to 8:
1. O -0.68
2. C 0.23
3. N -0.13
4. H 0.28
5. C -0.88
6. H 0.36
7. H 0.47
8. C -1.03